105
Properties=species:S:1:pos:R:3:forces:R:3:mulliken_charge:R:1 method="wB97M-V/def2-TZVPD" de_lowest_kcal_mol=0.0 gap_ev="8.330 / 6.784" charge=+1 homo_ev="-10.21 / -10.97" spin_multiplicity=3 max_force_ev_per_a=1.042 lumo_energy_ev="-1.877 / -4.190"
Au -0.1404 0.6335 1.3012 0.0 -0.2 0.3 0.167
N 1.0579 2.7726 -1.3846 -0.1 0.0 0.0 0.309
C 0.0248 3.6243 -0.6917 0.2 0.1 -0.1 0.528
C -0.0276 4.9464 -1.4628 0.0 0.1 0.1 -1.725
P 0.3306 3.8593 1.0895 0.2 0.0 0.4 0.712
O 1.6065 4.8344 1.0313 0.2 0.0 -0.1 -0.428
O -0.8723 4.5051 1.6478 -0.1 0.1 0.0 -0.813
O 0.8421 2.5324 1.6547 -0.1 -0.1 -0.3 -0.658
P -1.6118 2.7838 -0.8438 -0.7 -0.4 0.7 0.322
O -2.6391 3.9889 -0.7138 0.1 0.1 -0.2 -0.637
O -1.6117 2.1424 -2.1800 0.0 0.0 0.0 -0.846
O -1.8784 1.9070 0.4048 0.3 0.1 -0.8 -0.393
H 1.9634 3.2489 -1.4108 0.0 0.0 0.0 0.433
H 0.7132 2.5910 -2.3320 0.0 -0.1 0.0 0.570
H 1.2631 1.8598 -0.9438 0.0 0.0 0.0 -0.397
H 0.9752 5.3687 -1.5551 0.0 0.0 0.0 0.455
H -0.6399 5.6674 -0.9277 0.0 0.0 0.0 0.382
H -0.4589 4.7991 -2.4545 0.0 0.0 0.0 0.462
H 1.7157 5.4014 1.8025 -0.1 0.0 0.1 0.333
H -2.5606 4.3699 0.1814 0.0 0.0 0.0 0.447
C 2.2198 -4.2374 1.9058 0.0 0.0 0.0 -1.399
C 3.0264 -3.0877 1.2985 0.0 0.0 0.0 2.014
C 4.3057 -2.8634 2.1075 0.0 0.0 0.0 -1.726
C 3.3732 -3.4023 -0.1655 0.0 0.1 0.0 -1.430
C 2.1547 -1.8366 1.2676 -0.3 0.0 -0.3 0.080
N 0.9347 -1.8531 1.0483 0.7 -0.1 0.5 0.000
H 2.8049 -5.1566 1.8555 0.0 0.0 0.0 0.506
H 1.2867 -4.3919 1.3645 0.0 0.0 0.0 0.073
H 1.9777 -4.0396 2.9519 0.0 0.0 0.0 0.352
H 4.8612 -3.8013 2.1471 0.0 0.0 0.0 0.462
H 4.0865 -2.5576 3.1317 0.0 0.0 0.0 0.399
H 4.9481 -2.1095 1.6530 0.0 0.0 0.0 0.187
H 4.0073 -4.2895 -0.2058 0.0 0.0 0.0 0.495
H 3.9165 -2.5760 -0.6321 0.0 0.0 0.0 0.186
H 2.4683 -3.5900 -0.7459 0.0 0.0 0.0 0.235
C 5.4812 0.5689 -1.4213 0.0 0.0 0.0 -1.413
C 5.8468 1.9981 -1.1237 0.0 -0.1 0.0 1.699
C 7.1037 2.4944 -1.4514 0.0 0.0 0.0 -0.981
C 7.4382 3.8108 -1.1779 -0.1 0.0 0.0 0.188
Cl 9.0091 4.3948 -1.6078 0.1 0.0 0.0 -0.205
C 6.5331 4.6678 -0.5731 0.0 0.0 0.0 -0.939
C 5.2816 4.1813 -0.2352 -0.1 0.1 0.0 -0.341
C 4.9502 2.8652 -0.5059 0.1 0.0 0.0 -0.700
O 3.6671 2.4363 -0.1740 0.1 -0.1 0.1 0.736
C 3.5984 1.5473 0.9299 -0.1 0.1 0.0 -1.399
C 2.7915 0.3388 0.5363 -0.1 0.1 -0.2 0.881
O 2.9107 -0.6498 1.4318 0.1 0.0 0.1 -0.341
O 2.1019 0.2847 -0.4551 0.1 -0.1 0.0 -0.655
H 6.0790 0.1804 -2.2440 0.0 0.0 0.0 0.527
H 4.4288 0.4739 -1.6879 0.0 0.0 0.0 0.134
H 5.6701 -0.0723 -0.5538 0.0 0.0 0.0 0.263
H 7.8268 1.8526 -1.9383 0.0 0.0 0.0 0.456
H 6.8079 5.6931 -0.3700 0.0 0.0 0.0 0.462
H 4.5467 4.8184 0.2410 0.0 0.0 0.0 0.494
H 3.0398 2.0261 1.7396 0.1 0.0 0.1 0.369
H 4.5833 1.2511 1.2900 0.0 0.0 0.0 0.570
C -2.8269 -0.9678 1.0952 0.1 0.0 -0.1 -2.178
P -0.9098 -1.4821 0.9825 -0.9 0.5 -0.1 0.859
C -1.1665 -2.6935 2.3110 0.2 0.0 0.0 1.088
C -1.8631 -3.8816 2.1053 -0.1 0.1 0.1 -0.247
C -2.0341 -4.7726 3.1557 0.0 0.0 0.0 -0.863
C -1.5293 -4.4769 4.4143 0.0 0.0 0.0 -0.679
C -0.8588 -3.2819 4.6266 0.0 0.1 0.0 -0.693
C -0.6724 -2.3926 3.5776 0.0 -0.1 0.0 -0.623
C -0.8997 -2.1070 -0.7114 0.1 -0.1 0.0 2.081
C -1.0354 -1.1885 -1.7474 0.1 -0.1 -0.1 0.010
C -0.9800 -1.6184 -3.0679 0.0 0.1 0.1 -0.821
C -0.7889 -2.9584 -3.3568 0.0 -0.1 0.0 -0.892
C -0.6223 -3.8748 -2.3239 0.0 0.0 0.0 -0.968
C -0.6604 -3.4505 -1.0057 0.0 0.1 0.0 -0.736
P -3.5818 0.1154 -0.1307 0.2 0.0 0.1 1.354
C -4.1231 -0.7704 -1.5873 0.0 0.2 -0.1 0.687
C -4.2396 -0.0168 -2.7608 0.0 -0.1 0.1 -0.329
C -4.6007 -0.6402 -3.9432 0.0 0.0 0.0 -0.810
C -4.8228 -2.0114 -3.9636 0.0 0.0 0.0 -0.592
C -4.6894 -2.7625 -2.8037 0.0 0.0 0.0 -0.611
C -4.3394 -2.1462 -1.6129 0.0 -0.1 0.0 -0.467
C -4.8908 1.1434 0.5105 -0.1 0.0 0.0 0.905
C -4.6657 1.9366 1.6422 0.0 0.0 -0.1 -0.545
C -5.6658 2.7718 2.1029 0.0 0.0 0.0 -0.729
C -6.8848 2.8378 1.4383 0.0 0.0 0.0 -0.493
C -7.1104 2.0596 0.3131 0.0 0.0 0.0 -0.783
C -6.1197 1.2105 -0.1545 0.1 0.0 0.0 -0.427
H -2.9184 -0.4586 2.0594 0.0 0.0 0.0 0.698
H -3.4260 -1.8786 1.1823 -0.1 0.0 -0.1 0.878
H -2.2904 -4.1125 1.1376 0.0 0.0 0.0 0.190
H -2.5694 -5.6988 2.9900 0.0 0.0 0.0 0.473
H -1.6670 -5.1736 5.2307 0.0 0.0 0.0 0.428
H -0.4779 -3.0379 5.6101 0.0 0.0 0.0 0.448
H -0.1347 -1.4653 3.7439 0.0 0.0 0.0 0.352
H -1.1651 -0.1284 -1.5562 0.0 0.0 0.0 0.029
H -1.0876 -0.8901 -3.8625 0.0 0.0 0.0 0.585
H -0.7533 -3.2912 -4.3864 0.0 0.0 0.0 0.432
H -0.4510 -4.9202 -2.5470 0.0 0.0 0.0 0.524
H -0.4850 -4.1624 -0.2101 0.0 0.0 0.0 0.200
H -4.0112 1.0429 -2.7429 0.0 0.0 0.0 0.382
H -4.6938 -0.0600 -4.8517 0.0 0.0 0.0 0.451
H -5.0970 -2.4991 -4.8902 0.0 0.0 0.0 0.415
H -4.8617 -3.8306 -2.8273 0.0 0.0 0.0 0.452
H -4.2352 -2.7373 -0.7107 0.0 0.0 0.0 0.272
H -3.7016 1.9222 2.1320 0.0 0.0 0.0 0.193
H -5.4911 3.3856 2.9768 0.0 0.0 0.0 0.432
H -7.6595 3.5016 1.7993 0.0 0.0 0.0 0.406
H -8.0610 2.1099 -0.2008 0.0 0.0 0.0 0.432
H -6.2997 0.5956 -1.0257 0.0 0.0 0.0 0.372